# 1
Entry from OMol25: C23H41BrP2Sm as an isolated structure (ωB97M-V/def2-TZVPD).

```
68
Properties=species:S:1:pos:R:3:lowdin_spin:R:1
Sm 0.01 -0.01 -0.57 5.1128
C -2.77 -0.87 1.45 -0.0067
C -2.63 0.52 1.12 -0.0118
C -3.71 -0.52 -0.63 -0.0057
C -3.41 -1.50 0.35 -0.0068
C -3.22 0.74 -0.16 -0.0078
C -2.46 -1.49 2.75 0.0001
H -1.46 -1.22 3.10 0.0001
H -2.51 -2.58 2.68 0.0000
H -3.18 -1.17 3.52 -0.0001
C -3.81 -2.92 0.27 -0.0009
H -3.65 -3.44 1.22 0.0000
H -3.23 -3.45 -0.50 -0.0003
H -4.88 -3.01 0.00 -0.0002
C -4.47 -0.77 -1.87 -0.0010
H -5.40 -1.32 -1.66 -0.0003
H -3.87 -1.36 -2.57 -0.0004
H -4.73 0.17 -2.36 0.0000
C -3.38 2.04 -0.83 0.0003
H -4.09 2.70 -0.30 -0.0001
H -3.75 1.90 -1.85 0.0000
H -2.42 2.58 -0.90 0.0002
C -2.11 1.59 2.02 0.0003
H -2.93 2.11 2.52 -0.0002
H -1.53 2.35 1.46 0.0000
H -1.44 1.18 2.79 0.0001
C 2.76 -1.49 -0.27 -0.0020
C 3.34 -1.19 1.14 -0.0004
C 3.93 0.20 1.45 -0.0001
C 3.42 1.47 0.72 -0.0003
C 1.94 1.37 0.25 -0.0046
C 1.80 1.49 -1.32 -0.0042
C 2.70 0.53 -2.12 0.0003
C 3.37 -0.68 -1.44 -0.0003
H 5.00 0.11 1.24 0.0000
H 4.06 1.73 -0.13 0.0000
H 3.88 0.37 2.55 0.0000
H 4.40 -0.41 -1.16 0.0001
H 3.10 -2.51 -0.54 -0.0011
H 4.09 -1.95 1.42 0.0001
H 3.51 -1.41 -2.25 0.0000
H 2.17 0.19 -3.02 0.0001
H 2.17 2.52 -1.51 -0.0015
H 3.52 1.15 -2.53 0.0000
H 3.52 2.32 1.43 -0.0001
H 1.37 2.18 0.74 -0.0001
P 1.82 -1.89 1.90 -0.0037
C 1.46 -3.58 2.27 -0.0011
C 1.24 -0.65 3.06 0.0007
P 0.08 2.09 -2.35 -0.0113
C 1.32 -1.67 0.16 -0.0176
C 0.02 3.87 -2.01 -0.0016
C 0.43 1.91 -4.12 -0.0018
H 0.74 -3.97 1.54 0.0000
H 0.99 -3.65 3.27 -0.0002
H 2.38 -4.17 2.23 0.0000
H 1.39 0.38 2.71 0.0003
H 1.86 -0.81 3.96 0.0002
H 0.18 -0.79 3.31 0.0001
H 1.48 1.63 -4.29 -0.0003
H 0.20 2.85 -4.62 0.0000
H -0.22 1.12 -4.52 -0.0002
H 0.73 -2.44 -0.39 0.0014
H 1.59 0.44 0.74 -0.0018
H -0.98 4.23 -2.30 -0.0002
H 0.81 4.36 -2.61 -0.0003
H 0.17 4.07 -0.94 0.0000
Br -0.70 -1.59 -2.69 -0.0200
```

The spin multiplicity is 6. The orbital gap (alpha / beta) comes out at 0.1942 / 0.2114 Ha. The total charge is +1.

# 2
Entry from OMol25: C4H7BrO3S as an isolated structure (ωB97M-V/def2-TZVPD).

```
16
Properties=species:S:1:pos:R:3:mulliken_charge:R:1
C -0.16 1.01 0.72 0.6558
C -1.53 1.67 0.49 -1.1396
C 1.68 -0.67 -1.12 -1.0082
C -0.11 -0.50 1.00 -0.3991
O 0.92 1.56 0.69 -0.5251
O -0.91 -0.91 -1.53 -0.5794
O 0.16 -2.74 -0.26 -0.5842
S 0.12 -1.33 -0.61 1.0643
Br -1.79 -1.25 1.63 -0.0470
H -2.15 1.73 1.55 0.3035
H -1.89 1.07 -0.40 0.3290
H -1.34 2.71 0.15 0.3458
H 2.01 -1.46 -1.83 0.3351
H 1.71 0.24 -1.72 0.4024
H 2.53 -0.37 -0.49 0.3754
H 0.73 -0.76 1.73 0.4713
```

The spin multiplicity is 1. The orbital gap comes out at 0.3854 Ha.

# 3
Entry from OMol25: C12H28NO2P2Pr as an isolated structure (ωB97M-V/def2-TZVPD).

```
46
Properties=species:S:1:pos:R:3:lowdin_spin:R:1
C -0.80 1.02 -3.35 -0.0001
C -0.84 0.49 -2.06 0.0005
N -0.06 1.03 -1.09 -0.0013
C 0.79 2.05 -1.35 0.0008
C 0.86 2.58 -2.64 0.0000
C 0.05 2.07 -3.64 0.0004
C -1.74 -0.68 -1.75 0.0017
P -2.29 -0.83 0.00 -0.0040
Pr 0.00 -0.16 1.30 2.0372
P 2.17 1.48 1.09 0.0007
C 1.66 2.64 -0.24 0.0027
O -0.55 -3.33 -2.08 -0.0002
O 0.42 -3.71 0.42 -0.0014
H -1.48 0.60 -4.09 0.0000
H 1.58 3.38 -2.82 0.0000
H 0.09 2.49 -4.65 0.0000
C -3.67 0.28 0.32 -0.0006
C -2.76 -2.52 0.41 -0.0011
H 2.57 3.08 -0.65 0.0003
H 1.14 3.48 0.23 0.0000
H -1.27 -1.66 -2.04 0.0001
H -2.66 -0.62 -2.34 0.0003
C 2.43 2.39 2.64 -0.0011
C 3.71 0.66 0.61 -0.0002
H 0.91 -2.82 0.30 -0.0015
H 0.38 -3.83 1.38 -0.0001
H -0.21 -3.68 -1.19 -0.0001
H 0.18 -3.44 -2.70 0.0000
H -0.96 1.73 1.80 -0.0080
H 1.17 -1.45 0.09 -0.0042
H -4.62 0.00 -0.18 -0.0001
H -3.86 0.29 1.40 -0.0001
H -3.43 1.32 0.04 -0.0001
H -3.63 -2.87 -0.17 -0.0003
H -1.91 -3.21 0.25 0.0000
H -3.01 -2.56 1.49 0.0000
H 4.59 1.32 0.55 -0.0001
H 3.93 -0.12 1.36 -0.0001
H 3.56 0.15 -0.35 0.0000
H 3.30 3.09 2.61 -0.0003
H 1.51 2.96 2.89 -0.0001
H 2.60 1.66 3.45 0.0000
C 0.03 -1.11 3.48 -0.0155
H -0.45 -0.35 4.11 -0.0014
H 1.10 -1.25 3.73 -0.0015
H -0.52 -2.05 3.43 -0.0013
```

The spin multiplicity is 3. The orbital gap (alpha / beta) comes out at 0.2736 / 0.2718 Ha.

Number 1: F_max 6.731 eV Å⁻¹. Number 2: F_max 3.405 eV Å⁻¹. Number 3: F_max 1.867 eV Å⁻¹.